Record 1
{
  "formula": "C35H31N4O3Pd",
  "method": "wB97M-V/def2-TZVPD",
  "elements": ["Pd", "C", "O", "C", "C", "C", "C", "C", "C", "N", "N", "C", "C", "C", "C", "O", "C", "N", "C", "C", "C", "C", "H", "H", "H", "H", "H", "H", "H", "H", "H", "H", "H", "H", "C", "N", "C", "C", "C", "O", "H", "H", "H", "H", "H", "H", "H", "H", "H", "C", "C", "C", "C", "C", "C", "C", "C", "C", "C", "C", "C", "C", "C", "C", "H", "H", "H", "H", "H", "H", "H", "H", "H", "H"],
  "xyz": [[1.1385, -0.4730, 0.5147], [-8.5619, 5.3498, -6.7574], [-8.6348, 3.9445, -6.7862], [-7.7368, 3.2614, -6.0076], [-6.7734, 3.8619, -5.2072], [-5.9182, 3.0816, -4.4447], [-6.0033, 1.6863, -4.4554], [-6.9876, 1.1021, -5.2615], [-7.8329, 1.8734, -6.0313], [-5.2156, 0.8382, -3.6755], [-4.1590, 1.3768, -3.2459], [-3.3573, 0.6296, -2.4438], [-3.6366, -0.6806, -2.0122], [-2.8085, -1.3714, -1.1686], [-1.6059, -0.8082, -0.6581], [-0.8527, -1.4279, 0.1361], [-1.2933, 0.5505, -1.0985], [-0.1699, 1.1060, -0.5916], [0.1564, 2.3308, -0.9381], [-0.6068, 3.0872, -1.8338], [-1.7553, 2.5483, -2.3548], [-2.1460, 1.2480, -1.9804], [-9.3618, 5.7098, -7.4001], [-7.6002, 5.7112, -7.1359], [-8.7111, 5.7455, -5.7477], [-6.6815, 4.9390, -5.1616], [-5.1687, 3.5473, -3.8203], [-7.0613, 0.0219, -5.2749], [-8.5823, 1.4164, -6.6655], [-4.5521, -1.1321, -2.3731], [-3.0488, -2.3819, -0.8632], [1.0584, 2.7304, -0.4891], [-0.2850, 4.0840, -2.1062], [-2.3772, 3.0950, -3.0488], [-0.3872, 0.7467, 5.9884], [0.6047, 0.1532, 5.1144], [1.7580, -0.5233, 5.6905], [0.4415, 0.0584, 3.7651], [-0.7945, 0.7033, 3.1851], [1.2879, -0.5389, 3.1039], [0.0663, 0.9626, 6.9533], [-1.2423, 0.0816, 6.1522], [-0.7595, 1.6840, 5.5788], [1.6228, -0.6218, 6.7654], [2.6774, 0.0300, 5.4874], [1.8676, -1.5106, 5.2434], [-1.7005, 0.2511, 3.5920], [-0.7676, 0.5493, 2.1133], [-0.8113, 1.7741, 3.3930], [3.1382, -0.5159, 0.4954], [4.0358, -1.2911, 0.8541], [5.0398, -2.1299, 1.3341], [5.7927, -1.6898, 2.5017], [5.2359, -0.7274, 3.3673], [5.9201, -0.2788, 4.4795], [7.1906, -0.7644, 4.7742], [7.7662, -1.6955, 3.9217], [7.0861, -2.1485, 2.8033], [5.2081, -3.4279, 0.6926], [5.7804, -4.5360, 1.3411], [5.8701, -5.7676, 0.7148], [5.3932, -5.9445, -0.5763], [4.8056, -4.8650, -1.2282], [4.7091, -3.6353, -0.6083], [4.2435, -0.3570, 3.1422], [5.4629, 0.4572, 5.1313], [7.7279, -0.4140, 5.6470], [8.7614, -2.0706, 4.1321], [7.5788, -2.8390, 2.1315], [6.1146, -4.4411, 2.3652], [6.3036, -6.6067, 1.2472], [5.4640, -6.9109, -1.0598], [4.4106, -4.9950, -2.2288], [4.2301, -2.8070, -1.1129]],
  "max_force_ev_per_a": 1.0,
  "total_charge": -1,
  "s_squared": 2.039,
  "homo_lumo_gap_ev": [5.6278, 6.3752],
  "e_above_lowest_kcal_mol": 0.0,
  "molar_mass_g_mol": 662.08,
  "spin_multiplicity": 3,
  "homo_ev": [-3.425, -4.206]
}


Record 2
{
  "formula": "C35H32BF9O2",
  "method": "wB97M-V/def2-TZVPD",
  "elements": ["F", "C", "F", "F", "C", "C", "C", "C", "C", "C", "C", "C", "C", "C", "F", "F", "F", "C", "C", "C", "C", "H", "H", "H", "H", "H", "H", "H", "H", "H", "C", "C", "C", "C", "C", "C", "O", "B", "C", "C", "C", "C", "C", "F", "F", "F", "C", "C", "C", "C", "C", "C", "C", "C", "C", "O", "H", "H", "H", "H", "H", "H", "H", "H", "H", "H", "H", "H", "H", "H", "H", "H", "H", "H", "H", "H", "H", "H", "H"],
  "xyz": [[3.9175, -3.5165, -3.2625], [4.7967, -2.4616, -3.0504], [5.7030, -2.8734, -2.1115], [5.4936, -2.2869, -4.2400], [4.0205, -1.2448, -2.6323], [4.1952, -0.7404, -1.3554], [3.3846, 0.3117, -0.9474], [2.3909, 0.8419, -1.7895], [1.4732, 1.8309, -1.0394], [0.6322, 2.7615, -1.8690], [-0.0395, 2.4994, -3.0728], [-0.8088, 3.4933, -3.6876], [-1.0162, 4.6985, -3.0236], [-1.9651, 5.7181, -3.6051], [-2.1525, 6.8006, -2.7880], [-1.5694, 6.2022, -4.8380], [-3.2074, 5.1309, -3.7949], [-0.4033, 4.9745, -1.8130], [0.4437, 4.0035, -1.2685], [2.3816, 0.4335, -3.1369], [3.1286, -0.6782, -3.5317], [4.9366, -1.1473, -0.6778], [3.5660, 0.7505, 0.0420], [2.0940, 2.3833, -0.3839], [0.0422, 1.5356, -3.5900], [-1.2565, 3.3236, -4.6647], [-0.5601, 5.9198, -1.2890], [0.9730, 4.2553, -0.3446], [1.8585, 0.9973, -3.9151], [3.0190, -1.0771, -4.5352], [-2.1759, -1.8645, -1.7288], [-2.1090, -2.4640, -0.3358], [-3.3776, -3.2007, 0.0315], [-0.7257, -3.3064, -0.1532], [-0.8279, -4.2288, 1.0818], [-0.2353, -4.0206, -1.3792], [0.2221, -2.2668, 0.1479], [-0.6168, -1.5173, 0.9794], [-0.2359, -1.2373, 2.4535], [-1.2562, -1.0813, 3.4285], [-0.9766, -1.1264, 4.7883], [0.3373, -1.3023, 5.1808], [0.6074, -1.3489, 6.6588], [1.9232, -1.4952, 6.9773], [0.1786, -0.2041, 7.2860], [-0.0654, -2.3876, 7.2604], [1.3885, -1.3978, 4.2862], [1.0937, -1.3686, 2.9251], [0.4180, 0.9360, -0.1516], [-0.6524, 1.5941, 0.7091], [-0.1713, 2.2927, 1.8338], [-0.9440, 3.2337, 2.5079], [-2.2694, 3.4612, 2.1315], [-2.8318, 2.6708, 1.1189], [-2.0425, 1.7408, 0.4176], [-1.9453, -1.3564, 0.6012], [-2.3645, -2.6345, -2.4878], [-3.0018, -1.1436, -1.7498], [-1.2428, -1.3318, -1.9729], [-3.5491, -4.0549, -0.6153], [-3.3619, -3.5490, 1.0614], [-4.2193, -2.5242, -0.0831], [-1.4686, -5.0979, 0.9132], [0.1717, -4.6050, 1.3265], [-1.2071, -3.7041, 1.9788], [-0.9350, -4.7892, -1.7010], [-0.0778, -3.3195, -2.1929], [0.7139, -4.4955, -1.1525], [-2.2905, -0.9250, 3.1274], [-1.7730, -1.0339, 5.5273], [2.4145, -1.5046, 4.6326], [1.9135, -1.4552, 2.2111], [1.1181, 0.4124, 0.4825], [0.0245, 0.2923, -0.9600], [0.7852, 2.0274, 2.2744], [-0.5138, 3.8514, 3.2945], [-2.9097, 4.1652, 2.6743], [-3.8768, 2.8098, 0.8260], [-2.5315, 1.0157, -0.2564]],
  "max_force_ev_per_a": 2.8,
  "homo_lumo_gap_ev": 9.1463,
  "e_above_lowest_kcal_mol": 7.1,
  "molar_mass_g_mol": 666.43,
  "homo_ev": -9.067
}


Record 3
{
  "formula": "C35H32BrCsN16O3S2",
  "method": "wB97M-V/def2-TZVPD",
  "elements": ["Cs", "C", "C", "C", "C", "N", "C", "C", "C", "C", "C", "C", "N", "H", "H", "H", "H", "H", "H", "H", "H", "N", "C", "N", "C", "N", "N", "C", "N", "C", "C", "C", "C", "C", "N", "H", "H", "H", "H", "H", "H", "H", "H", "C", "C", "N", "N", "C", "S", "N", "N", "H", "H", "H", "H", "H", "H", "O", "S", "O", "O", "C", "N", "C", "C", "C", "N", "C", "C", "C", "N", "C", "C", "H", "H", "H", "H", "H", "H", "Br", "C", "C", "C", "C", "C", "N", "H", "H", "H", "H"],
  "xyz": [[0.7063, -0.0465, 0.3878], [-0.2596, 4.7923, 2.2610], [0.9212, 5.5120, 2.2975], [2.1133, 4.8567, 2.0380], [2.0884, 3.4954, 1.7496], [0.9475, 2.8044, 1.6983], [-0.1902, 3.4425, 1.9534], [3.3519, 2.7495, 1.4646], [4.5730, 3.1902, 1.9682], [5.7270, 2.4974, 1.6432], [5.6322, 1.3837, 0.8273], [4.3724, 0.9970, 0.3985], [3.2583, 1.6547, 0.7055], [-1.2142, 5.2590, 2.4588], [0.9173, 6.5716, 2.5165], [3.0445, 5.4047, 2.0335], [-1.0933, 2.8432, 1.9045], [4.6208, 4.0527, 2.6174], [6.6857, 2.8258, 2.0228], [6.5061, 0.8179, 0.5362], [4.2502, 0.1194, -0.2298], [3.7315, -2.6629, 0.7012], [3.4801, -2.8498, -0.6165], [4.2920, -3.6882, -1.2552], [3.9936, -3.8475, -2.5452], [4.7650, -4.6823, -3.2628], [2.9928, -3.2374, -3.1944], [2.2577, -2.4188, -2.4568], [2.4443, -2.1842, -1.1521], [1.1535, -1.7047, -3.1701], [1.0901, -1.7472, -4.5586], [0.0775, -1.0532, -5.2048], [-0.8446, -0.3549, -4.4458], [-0.7035, -0.3849, -3.0664], [0.2703, -1.0309, -2.4284], [4.5659, -3.0689, 1.0839], [3.2343, -1.9673, 1.2269], [5.5094, -5.1798, -2.8119], [4.5502, -4.8352, -4.2304], [1.8318, -2.3099, -5.1045], [-0.0079, -1.0392, -6.2837], [-1.6359, 0.2046, -4.9288], [-1.4115, 0.1418, -2.4402], [-3.9879, -2.2307, 3.7818], [-3.1188, -1.3963, 4.6430], [-2.9710, -1.5157, 5.9232], [-2.0648, -0.5416, 6.2514], [-1.6410, 0.1871, 5.2041], [-0.5141, 1.4042, 5.0972], [-2.3540, -0.3591, 4.1692], [-2.1772, -0.0264, 2.8268], [-4.4838, -2.9756, 4.3980], [-3.3949, -2.7268, 3.0130], [-4.7403, -1.6219, 3.2800], [-1.7584, -0.4274, 7.2007], [-2.8286, 0.7165, 2.5815], [-1.2554, 0.4133, 2.7971], [-3.9424, 1.4493, -8.4402], [-3.1575, 1.6916, -7.2566], [-2.1547, 0.6720, -6.9671], [-2.7021, 3.0537, -7.0552], [-4.3156, 1.4894, -5.8625], [-5.6165, 1.3356, -6.0928], [-6.3942, 1.1768, -5.0284], [-5.9028, 1.1506, -3.7318], [-4.5348, 1.3359, -3.6091], [-3.7480, 1.5151, -4.6580], [-3.8169, 1.3321, -2.3115], [-4.0260, 0.3419, -1.3627], [-3.2031, 0.2990, -0.2499], [-2.2314, 1.1847, -0.0143], [-2.0753, 2.1672, -0.9095], [-2.8228, 2.2729, -2.0672], [-7.4565, 1.0625, -5.2205], [-6.5494, 1.0188, -2.8752], [-4.7737, -0.4249, -1.5182], [-3.3047, -0.4992, 0.4781], [-1.2835, 2.8813, -0.7046], [-2.6141, 3.0420, -2.7987], [3.1165, -0.0361, 3.8009], [2.3534, -1.7727, 3.8579], [2.8776, -2.7094, 4.7379], [2.3135, -3.9725, 4.7305], [1.2675, -4.2440, 3.8585], [0.8282, -3.2305, 3.0282], [1.3610, -2.0046, 3.0254], [3.6926, -2.4483, 5.3963], [2.6889, -4.7373, 5.3974], [0.8044, -5.2195, 3.8199], [0.0170, -3.3961, 2.3282]],
  "max_force_ev_per_a": 0.2,
  "homo_lumo_gap_ev": 6.9533,
  "e_above_lowest_kcal_mol": 22.7,
  "molar_mass_g_mol": 1001.69,
  "homo_ev": -7.364
}